Entry 1:
Entry from OMol25: a structure of composition C48H52F11N5O7S2V (ωB97M-V/def2-TZVPD).

Summary:
- orbital gap (spin up / spin down) (eV) = 5.972 / 5.801
- HOMO energy (spin up / spin down) (eV) = -2.14 / -2.14
- total energy (hartree) = -5499.84435
- energy above the lowest of the compared OMol25 structures with the same formula, charge and spin (kcal per mole) = 4.9
- M (Da) = 1135.03
- largest force on an atom (eV/A) = 1.9
- <S²> = 0.837

```
! RIJCOSX wB97M-V def2-TZVPD def2/J DEFGRID3
* xyz -2 2
V 1.054 -1.018 -0.357
C -3.803 1.680 3.965
C -4.174 0.244 3.595
C -4.237 -0.583 4.886
C -5.562 0.265 2.939
C -3.167 -0.378 2.628
C -2.069 0.311 2.158
C -1.207 -0.311 1.246
N -0.031 0.162 0.749
C 0.431 1.460 0.831
C -0.282 2.641 1.006
C 0.401 3.846 1.119
C 1.801 3.817 1.113
C 2.549 2.660 0.902
C 1.830 1.479 0.639
O 2.363 0.341 0.270
C 4.072 2.615 1.005
C 4.657 3.971 1.408
C 4.457 1.591 2.086
C 4.718 2.200 -0.323
C -0.402 5.143 1.229
C 0.493 6.371 1.396
C -1.239 5.329 -0.046
C -1.344 5.077 2.440
C -1.377 -1.665 0.874
O -0.389 -2.153 0.169
C -2.498 -2.382 1.345
C -3.355 -1.699 2.192
C -2.824 -3.842 1.016
C -4.212 -3.904 0.359
C -1.831 -4.487 0.052
C -2.834 -4.664 2.314
H -4.542 2.084 4.662
H -2.823 1.732 4.446
H -3.784 2.326 3.085
H -4.937 -0.133 5.597
H -4.567 -1.604 4.688
H -3.253 -0.637 5.355
H -6.297 0.717 3.612
H -5.538 0.841 2.012
H -5.901 -0.742 2.693
H -1.851 1.311 2.498
H -1.364 2.616 1.003
H 2.334 4.743 1.273
H 4.261 4.313 2.368
H 5.741 3.877 1.506
H 4.456 4.741 0.658
H 4.036 1.880 3.053
H 4.090 0.596 1.834
H 5.546 1.546 2.185
H 4.517 2.942 -1.101
H 5.803 2.126 -0.197
H 4.342 1.234 -0.655
H 1.158 6.502 0.539
H -0.128 7.267 1.479
H 1.107 6.302 2.297
H -0.594 5.374 -0.926
H -1.932 4.499 -0.190
H -1.820 6.255 0.007
H -0.777 4.932 3.362
H -1.920 6.003 2.529
H -2.051 4.251 2.351
H -4.222 -2.234 2.564
H -4.225 -3.303 -0.552
H -4.449 -4.939 0.093
H -4.999 -3.537 1.021
H -1.770 -3.930 -0.879
H -0.828 -4.541 0.473
H -2.172 -5.504 -0.171
H -3.581 -4.300 3.024
H -3.061 -5.710 2.088
H -1.857 -4.624 2.799
F -1.416 -5.161 -4.874
C -1.636 -3.954 -5.402
F -1.096 -3.931 -6.624
F -2.959 -3.797 -5.534
S -0.963 -2.616 -4.323
O -1.627 -2.804 -3.071
O -1.180 -1.425 -5.082
N 0.561 -3.041 -4.355
S 1.518 -3.337 -3.173
O 2.850 -3.492 -3.685
O 1.369 -2.499 -2.004
C 1.155 -5.043 -2.574
F -0.075 -5.160 -2.091
F 2.028 -5.374 -1.628
F 1.288 -5.906 -3.593
F -4.715 2.145 -4.012
C -3.590 1.623 -3.477
C -2.347 2.143 -3.779
F -2.252 3.186 -4.627
C -1.206 1.607 -3.222
F -0.036 2.171 -3.591
C -1.191 0.513 -2.321
O -0.087 0.061 -1.835
C -2.492 0.019 -2.054
F -2.667 -1.027 -1.241
C -3.640 0.553 -2.609
F -4.835 0.019 -2.296
N 5.251 3.390 -5.959
C 4.674 2.703 -5.240
C 3.962 1.839 -4.334
C 4.228 0.475 -4.310
C 3.520 -0.310 -3.413
N 2.605 0.176 -2.575
C 2.367 1.482 -2.606
C 3.010 2.357 -3.469
H 4.958 0.032 -4.972
H 3.693 -1.376 -3.377
H 1.619 1.844 -1.916
H 2.768 3.410 -3.462
C 0.826 -2.302 2.959
C 1.994 -2.714 2.122
C 3.006 -3.559 2.526
C 3.957 -3.586 1.478
C 3.475 -2.751 0.492
C 4.195 -2.341 -0.751
N 2.262 -2.218 0.868
H 1.021 -2.585 3.996
H -0.113 -2.774 2.662
H 0.667 -1.221 2.935
H 3.054 -4.062 3.482
H 4.901 -4.111 1.449
H 5.273 -2.404 -0.584
H 3.970 -1.302 -0.992
H 3.959 -2.955 -1.619
*
```

***

Entry 2:
Entry from OMol25: a structure of composition C48H53As2CsN6O6 (ωB97M-V/def2-TZVPD).

Summary:
- orbital gap (eV) = 8.330
- HOMO energy (eV) = -8.28
- total energy (hartree) = -7132.67586
- energy above the lowest of the compared OMol25 structures with the same formula, charge and spin (kcal per mole) = 22.4
- M (Da) = 1092.74
- largest force on an atom (eV/A) = 1.3

```
! RIJCOSX wB97M-V def2-TZVPD def2/J DEFGRID3
* xyz 0 1
Cs 0.396 0.042 -0.333
O 0.933 -2.661 7.167
C 1.845 -2.597 6.083
C 1.093 -2.281 4.821
C 1.406 -2.926 3.634
C 0.745 -2.548 2.470
N -0.173 -1.594 2.429
C -0.475 -0.981 3.576
C 0.117 -1.294 4.787
C -1.446 0.133 3.425
C -2.463 0.378 4.329
C -3.328 1.442 4.090
C -4.470 1.725 5.025
O -3.936 2.025 6.307
C -3.105 2.218 2.965
C -2.045 1.899 2.120
N -1.236 0.874 2.336
H 1.433 -2.652 7.989
H 2.385 -3.540 5.955
H 2.584 -1.804 6.251
H 2.154 -3.707 3.597
H 0.977 -3.038 1.530
H -0.157 -0.756 5.684
H -2.590 -0.253 5.199
H -5.121 0.844 5.080
H -5.062 2.560 4.634
H -4.666 2.129 6.925
H -3.736 3.064 2.728
H -1.837 2.500 1.242
C -2.274 -0.855 -2.783
C -2.496 0.453 -3.532
As -1.299 1.929 -2.989
C -2.337 2.936 -1.685
C -3.704 2.767 -1.478
C -4.373 3.552 -0.550
C -3.684 4.518 0.170
C -2.320 4.682 -0.020
C -1.646 3.884 -0.936
C -1.563 3.064 -4.544
C -2.420 4.159 -4.563
C -2.535 4.937 -5.707
C -1.801 4.626 -6.841
C -0.945 3.535 -6.830
C -0.822 2.763 -5.684
As -3.465 -1.115 -1.236
C -5.158 -1.228 -2.201
C -5.339 -1.969 -3.367
C -6.563 -1.973 -4.016
C -7.623 -1.233 -3.506
C -7.454 -0.492 -2.349
C -6.224 -0.491 -1.699
C -3.016 -2.980 -0.854
C -3.033 -3.356 0.484
C -2.677 -4.644 0.864
C -2.293 -5.568 -0.094
C -2.264 -5.199 -1.433
C -2.621 -3.913 -1.809
H -1.273 -0.922 -2.353
H -2.343 -1.690 -3.483
H -3.544 0.764 -3.554
H -2.210 0.328 -4.582
H -4.260 2.025 -2.040
H -5.435 3.412 -0.396
H -4.210 5.137 0.887
H -1.769 5.412 0.557
H -0.571 3.995 -1.032
H -2.999 4.410 -3.684
H -3.202 5.790 -5.711
H -1.892 5.236 -7.731
H -0.362 3.288 -7.709
H -0.132 1.925 -5.686
H -4.519 -2.549 -3.773
H -6.691 -2.553 -4.920
H -8.578 -1.238 -4.016
H -8.277 0.086 -1.947
H -6.098 0.092 -0.793
H -3.303 -2.636 1.249
H -2.692 -4.919 1.911
H -2.012 -6.572 0.197
H -1.962 -5.913 -2.189
H -2.580 -3.645 -2.856
C 3.125 -4.348 -3.306
N 2.103 -3.678 -2.538
C 1.643 -2.427 -2.771
N 2.142 -1.776 -3.871
O 0.802 -1.898 -2.048
H 3.227 -5.367 -2.940
H 4.099 -3.862 -3.201
H 2.858 -4.401 -4.364
H 1.699 -4.119 -1.731
H 3.044 -2.035 -4.233
H 1.949 -0.787 -3.861
C 5.657 1.985 -1.245
C 5.986 1.161 -0.013
C 4.910 1.248 1.082
C 5.322 0.376 2.286
C 4.303 0.373 3.413
C 4.831 2.690 1.551
O 5.795 3.278 2.004
N 3.618 3.302 1.445
C 2.433 2.720 0.960
O 1.422 3.409 0.930
N 2.460 1.436 0.546
C 3.583 0.707 0.537
O 3.576 -0.458 0.116
H 6.433 1.880 -2.005
H 5.579 3.049 -1.011
H 4.712 1.674 -1.695
H 6.929 1.491 0.428
H 6.085 0.106 -0.273
H 6.287 0.744 2.642
H 5.465 -0.635 1.901
H 4.155 1.372 3.828
H 4.632 -0.271 4.232
H 3.331 0.005 3.077
H 3.570 4.266 1.743
*
```